(1)
Here is a cluster of 2 separate species, C5H14NOP in total in a non-equilibrium geometry from OMol25. Energies are from wB97M-V/def2-TZVPD.

The frontier orbital gap (alpha / beta) is 7.880 / 6.634 eV. Its multiplicity is 3. The value obtained for the molar mass is 135.147 g mol⁻¹. Its energy above the lowest of the compared OMol25 structures with the same formula, charge and spin is 0.00 kcal per mole. The value obtained for the highest occupied orbital energy (alpha / beta) is -6.756 / -8.379 eV.

```
22
Properties=species:S:1:pos:R:3:forces:R:3:lowdin_spin:R:1
P -1.298946 0.331980 1.585325 0.873 0.647 -1.240 0.38
O -0.583673 -0.740805 0.753022 -1.873 -0.032 4.423 0.47
N 0.027679 -0.500470 -1.004046 1.398 0.496 -2.916 0.75
C -0.988513 -1.083980 -1.803552 0.187 0.127 -0.421 0.07
C 0.001351 1.495514 2.229776 -0.317 -0.610 0.386 0.08
C 1.240549 -1.258268 -0.949611 0.163 0.185 -0.116 0.06
C 2.187945 -0.770208 0.139588 -0.159 -0.206 -0.124 0.00
C -2.119897 1.483807 0.377455 -0.184 -0.489 0.430 0.08
H 0.543347 1.964632 1.409892 -0.090 -0.104 -0.176 0.01
H 1.724207 -1.117242 -1.926785 0.101 -0.224 -0.099 0.03
H -1.377398 1.757226 -0.373983 0.110 -0.098 0.019 0.01
H 2.310325 0.307638 0.078311 0.056 0.139 -0.026 0.00
H -2.465338 2.365899 0.910604 -0.062 0.102 0.023 0.00
H -2.970333 1.001609 -0.104356 0.026 0.032 0.018 0.00
H 0.695903 0.921697 2.842731 0.044 0.061 0.004 0.00
H -0.466575 2.255220 2.850566 -0.033 0.101 0.051 0.00
H 1.047515 -2.335050 -0.821116 -0.034 0.061 -0.096 0.01
H -1.915304 -0.531263 -1.672496 -0.162 -0.059 -0.045 0.00
H -0.665656 -0.972990 -2.845980 -0.235 -0.186 -0.239 0.03
H 3.159079 -1.247254 0.028387 0.124 0.003 0.008 0.00
H -1.157509 -2.150409 -1.603758 0.028 0.035 0.036 0.01
H 1.783572 -1.020297 1.115250 0.040 0.020 0.101 0.00
```
Forces are in eV/Å.

=====

(2)
Here is a cluster of 8 separate species, C45H46BN8O15P in total in a non-equilibrium geometry from OMol25. Energies are from wB97M-V/def2-TZVPD.

The frontier orbital gap is 8.101 eV. Its multiplicity is 1. The value obtained for the molar mass is 980.690 g mol⁻¹. As for the SMILES: O=[N+]([O-])c1ccccc1.O=[N+]([O-])c1ccccc1.O=[N+]([O-])c1ccccc1.O=[N+]([O-])c1ccccc1.O=[N+]([O-])c1ccccc1.O=[N+]([O-])c1ccccc1.O=[N+]([O-])c1ccccc1.CCCOB[PH2]=N. The value obtained for the highest occupied orbital energy is -8.786 eV.

```
116
Properties=species:S:1:pos:R:3:forces:R:3:lowdin_charge:R:1
P 1.096191 -1.952033 2.759198 0.292 -0.324 -0.105 0.69
O -2.030135 -3.315625 -7.455029 0.109 -0.018 0.094 0.07
O -7.540649 -0.935790 -4.177132 0.086 -0.102 0.029 0.08
O 7.637230 2.159855 3.448646 0.213 0.065 0.960 0.06
O 1.225831 -11.255655 3.254998 -0.131 0.058 -0.039 0.08
O -0.822747 -10.843786 2.724342 0.139 0.002 0.035 0.07
O 6.006574 5.223193 2.293580 0.247 0.127 -0.081 0.07
O -2.785171 2.852303 -0.657450 0.089 -0.026 0.197 0.06
O 4.130516 6.051294 1.687013 -0.390 0.249 0.010 0.08
O -0.132936 -3.847985 -6.581811 -0.129 0.071 -0.027 0.08
O -0.798604 5.250421 1.403862 1.487 0.810 -1.062 0.05
O -1.346256 -3.423320 2.265822 -1.179 -0.830 -2.047 -0.03
O 0.559356 6.861546 1.864123 -0.079 -0.210 -0.111 0.06
O -1.892112 2.274954 1.216064 0.040 0.033 -0.122 0.05
O 5.909076 1.077337 2.754200 0.395 0.161 -0.135 0.09
O -5.792371 -1.927132 -3.397681 -0.184 0.055 -0.007 0.06
N 0.152627 5.999120 1.108833 -0.954 -0.428 0.638 -0.31
N 0.313341 -10.499363 2.985832 0.013 0.030 -0.014 -0.35
N 4.810524 5.381438 2.434014 0.371 -0.129 -0.533 -0.34
N -2.693007 2.907724 0.558119 0.062 0.011 -0.117 -0.34
N -1.189116 -3.246291 -6.578782 0.005 -0.003 -0.002 -0.35
N -6.728980 -1.839409 -4.171367 0.079 -0.033 -0.043 -0.34
N 2.394203 -2.603871 2.161880 0.375 -0.422 -0.310 -0.32
N 6.958703 1.670891 2.581255 -0.413 -0.021 -0.877 -0.34
C 8.662510 2.543575 1.044398 0.004 -0.004 0.102 0.00
C 2.820831 4.808673 3.753999 -0.262 0.038 0.061 0.01
C -2.032767 -0.784450 -3.259781 -0.022 0.036 0.026 -0.07
C 3.059173 3.286364 5.600775 0.073 0.033 -0.088 -0.06
C 4.418912 3.164470 5.338346 -0.199 -0.006 0.128 -0.05
C 2.247496 5.703088 -2.553729 -0.359 -0.222 0.178 -0.06
C -0.418720 -8.167272 2.704722 -0.143 0.070 -0.042 0.00
C -0.142107 -6.810476 2.710267 0.001 0.065 -0.004 -0.05
C 0.607405 -9.048245 2.976675 -0.044 -0.223 0.014 -0.15
C 0.861311 5.882865 -0.199488 0.070 0.293 0.540 -0.13
C -2.682875 -1.703137 -5.381651 -0.190 0.063 -0.033 -0.01
C -2.528222 -0.952689 1.463529 0.076 0.866 -0.008 -0.08
C -2.958711 -0.903212 -4.286081 -0.014 0.063 0.022 -0.06
C 1.127222 4.892891 -2.335460 0.389 0.294 -0.048 -0.06
C 1.971248 6.707572 -0.392947 -0.401 -0.234 0.210 -0.01
C 2.261711 4.107488 4.807972 0.029 -0.074 0.072 -0.06
C -3.606008 3.801847 1.277611 -0.041 0.018 -0.153 -0.17
C 9.149141 2.743139 -0.231523 0.136 0.080 0.048 -0.07
C -7.087414 -4.845999 -7.102939 -0.003 0.005 0.001 -0.07
C -5.275661 5.511491 2.614381 0.006 0.010 0.041 -0.07
C -5.379696 5.381900 1.237519 -0.045 0.028 -0.018 -0.06
C -1.477016 -2.371247 -5.421218 0.062 -0.150 -0.169 -0.15
C -0.534423 -2.264435 -4.419121 0.130 -0.024 0.112 0.00
C 1.143970 -6.366399 2.982903 0.063 -0.033 -0.042 -0.07
C 1.894661 -8.632025 3.247388 0.155 0.012 0.038 0.00
C 4.174102 4.669346 3.533001 -0.166 0.261 -0.136 -0.15
C -1.755228 -1.738114 0.426039 0.100 -0.202 -0.038 -0.23
C -4.538682 4.520139 0.556267 -0.072 0.047 -0.149 0.00
C -7.897061 -2.816240 -6.103038 -0.128 0.041 -0.076 0.00
C -8.002921 -3.803210 -7.067869 -0.006 -0.040 -0.042 -0.06
C 7.458783 1.873800 1.198095 0.078 -0.009 0.270 -0.14
C 4.984323 3.874510 4.293891 0.343 -0.572 0.532 -0.01
C 6.728603 1.410307 0.130969 0.137 0.067 -0.516 0.00
C 7.233537 1.625388 -1.152293 -0.221 -0.103 0.301 -0.06
C -6.866272 -2.901894 -5.189970 0.027 0.155 0.147 -0.15
C 8.437478 2.283944 -1.327093 -0.043 -0.031 -0.185 -0.08
C 2.666595 6.606086 -1.579750 -0.095 -0.197 -0.257 -0.06
C -5.944810 -3.929903 -5.199063 0.121 -0.084 0.014 -0.01
C -3.487952 3.907779 2.645089 0.067 -0.018 0.324 -0.01
C -1.381477 -3.167000 0.830255 -0.427 0.139 0.054 -0.15
C 0.424923 4.978563 -1.141302 -0.016 -0.097 -0.139 0.00
C -6.062223 -4.909853 -6.169638 -0.001 -0.039 -0.036 -0.06
C 2.160598 -7.273237 3.247670 0.004 0.027 -0.008 -0.05
C -0.822687 -1.459960 -3.329088 0.026 -0.005 0.060 -0.07
C -4.332643 4.774171 3.315789 -0.054 0.032 0.036 -0.06
B -0.317837 -3.227541 3.031669 0.905 0.492 1.547 -0.49
H 10.087557 3.261869 -0.369594 0.012 0.010 -0.003 0.11
H -0.933282 -6.100932 2.507046 -0.006 0.018 0.016 0.10
H -2.120256 -3.861526 0.444053 -0.152 -0.115 0.160 0.12
H 2.618011 2.737218 6.421917 -0.012 -0.008 0.004 0.10
H -0.433226 -3.453673 0.384484 0.235 -0.011 0.150 0.12
H 2.281684 7.388607 0.382940 -0.029 -0.030 0.020 0.11
H 1.203077 4.202189 5.007222 -0.007 -0.006 0.009 0.11
H 2.224631 5.452825 3.127920 -0.012 0.079 -0.057 0.10
H -4.600580 4.405290 -0.514819 0.039 -0.020 -0.019 0.12
H -2.290383 -1.274107 2.471354 -0.108 0.026 0.164 0.07
H 9.197311 2.899027 1.911427 -0.031 -0.016 0.005 0.12
H 6.035725 3.790118 4.067182 -0.028 0.034 0.058 0.10
H 2.666211 -9.357717 3.452725 -0.013 -0.045 0.006 0.12
H 2.796019 5.622122 -3.482483 -0.013 -0.010 -0.021 0.10
H -2.261926 0.112199 1.379480 -0.166 -0.429 0.101 0.05
H -3.901347 -0.379618 -4.228306 -0.012 0.018 0.017 0.10
H -5.153378 -3.955336 -4.465920 0.007 0.035 0.028 0.12
H 2.264966 -3.587411 1.943478 0.166 0.151 -0.051 -0.07
H 6.676422 1.273852 -2.008099 -0.031 -0.028 -0.035 0.11
H -3.389219 -1.814047 -6.190504 0.011 -0.027 -0.033 0.12
H 3.538792 7.223329 -1.741914 0.011 0.001 -0.011 0.11
H -1.409823 -8.539243 2.496177 -0.008 -0.046 0.008 0.12
H 1.366341 -5.307680 2.993677 0.008 -0.020 0.036 0.07
H -2.258059 -0.163691 -2.402160 0.014 0.039 -0.008 0.10
H -5.348787 -5.721307 -6.198414 0.013 -0.010 -0.009 0.11
H -0.859856 -1.197465 0.132241 0.179 0.083 0.066 0.09
H 0.804884 4.191176 -3.092195 0.012 0.005 -0.017 0.11
H 0.628669 -0.853957 2.033565 -0.195 0.368 -0.018 -0.02
H 3.161189 -6.922184 3.457899 0.012 0.014 -0.002 0.11
H -3.599408 -1.021400 1.299550 -0.154 -0.168 0.176 0.08
H 0.398114 -2.802304 -4.492658 0.007 -0.028 -0.035 0.12
H -8.595255 -1.994810 -6.057203 0.009 0.034 0.029 0.12
H 8.823938 2.442865 -2.324852 -0.003 0.003 -0.019 0.11
H -2.745816 3.332128 3.175863 0.052 -0.008 -0.060 0.12
H -5.930231 6.191262 3.142672 -0.013 0.009 0.011 0.11
H -2.372296 -1.812852 -0.466343 0.100 -0.066 -0.222 0.10
H -6.115267 5.954116 0.689855 -0.014 0.010 -0.006 0.11
H -0.100515 -1.364446 -2.529128 0.014 0.006 0.000 0.11
H -0.228409 -3.909034 4.007605 -0.029 0.130 0.202 0.06
H -8.800588 -3.754549 -7.795750 -0.012 -0.005 -0.012 0.11
H -4.249344 4.876434 4.388591 -0.002 0.005 0.017 0.11
H 1.290676 -1.377460 4.023967 -0.114 0.264 0.159 -0.02
H -7.171420 -5.610849 -7.862747 -0.004 -0.015 -0.010 0.11
H -0.435931 4.356400 -0.954984 -0.088 -0.051 0.078 0.10
H 5.795623 0.904584 0.286838 -0.233 -0.153 0.097 0.12
H 5.041547 2.517316 5.939631 -0.007 -0.021 0.009 0.11
```
Forces are in eV/Å.